The following is a quantum chemistry calculation of a cluster of 13 separate species, C40H101F3O38S12 in total at a distorted geometry, from OMol25.

The value obtained for the energy above the lowest of the compared OMol25 structures with the same formula, charge and spin is 24.4 kcal/mol. The calculation puts the HOMO-LUMO gap at 0.3528 Ha. For the total energy, the calculation gives -259086.817 eV. As for the HOMO energy: -10.22 eV.

```
! RIJCOSX wB97M-V def2-TZVPD def2/J DEFGRID3
* xyz 0 1
O -7.690 -1.375 2.239
S -6.812 -0.747 3.228
O -7.026 -1.044 4.657
O -5.285 -1.387 2.968
C -4.773 -1.262 1.644
C -3.437 -0.649 1.678
C -6.579 1.009 2.739
H -5.528 -0.824 0.991
H -4.506 -2.222 1.201
H -2.711 -1.159 2.310
H -3.384 0.391 2.001
H -2.963 -0.624 0.696
H -7.365 1.543 3.273
H -6.792 1.134 1.677
H -5.666 1.436 3.155
O -2.784 2.629 -0.197
S -3.127 3.653 0.812
O -2.998 5.052 0.452
O -4.722 3.317 1.364
C -5.330 4.338 2.140
C -6.773 4.601 1.651
C -2.193 3.240 2.412
H -4.697 5.224 2.186
H -5.427 3.959 3.158
H -7.318 4.953 2.527
H -7.226 3.661 1.338
H -6.941 5.379 0.906
H -1.268 3.815 2.358
H -2.142 2.152 2.441
H -2.788 3.612 3.246
O 0.267 -1.126 7.883
S 1.012 -0.104 8.549
O 2.499 -0.210 8.808
O 0.816 1.303 7.725
C 1.028 1.344 6.367
C 2.244 2.338 6.287
C 0.104 0.383 10.038
H 0.128 1.737 5.894
H 1.328 0.427 5.860
H 2.842 2.194 7.188
H 1.877 3.339 6.514
H 2.863 2.394 5.392
H -0.898 0.701 9.751
H 0.522 1.183 10.650
H -0.021 -0.449 10.731
O 1.992 -2.069 -3.421
S 1.713 -3.510 -3.389
O 2.683 -4.337 -4.066
O 1.506 -4.066 -1.767
C 2.274 -5.138 -1.355
C 1.483 -6.361 -1.688
C -0.019 -3.919 -4.003
H 2.589 -5.015 -0.319
H 3.223 -5.326 -1.858
H 0.525 -6.346 -1.168
H 1.991 -7.281 -1.399
H 1.294 -6.389 -2.761
H -0.665 -3.118 -3.643
H -0.347 -4.904 -3.673
H -0.067 -3.844 -5.089
O -3.209 -7.186 2.216
S -1.802 -7.403 2.139
O -1.142 -8.697 2.128
O -1.172 -6.486 0.888
C -1.935 -5.358 0.324
C -1.511 -3.995 0.826
C -1.219 -6.439 3.560
H -3.001 -5.582 0.322
H -1.661 -5.310 -0.730
H -1.902 -3.279 0.102
H -0.441 -3.804 0.902
H -1.925 -3.862 1.825
H -1.494 -7.040 4.427
H -1.839 -5.545 3.608
H -0.149 -6.243 3.629
O 2.511 6.095 0.783
S 1.178 5.529 1.131
O 0.691 4.282 0.517
O 1.140 5.314 2.763
C 1.663 6.274 3.547
C 0.639 6.634 4.625
C -0.168 6.854 0.926
H 1.977 7.222 3.111
H 2.618 5.894 3.910
H 0.495 5.694 5.159
H -0.279 6.993 4.161
H 1.124 7.361 5.277
H 0.223 7.817 1.255
H -1.022 6.522 1.517
H -0.391 6.903 -0.140
O 6.683 1.435 0.263
S 5.946 2.537 -0.315
O 6.714 3.549 -1.018
O 4.852 1.843 -1.445
C 3.984 2.771 -2.135
C 3.340 1.938 -3.276
C 4.727 3.179 0.842
H 4.522 3.619 -2.559
H 3.251 3.256 -1.490
H 3.885 2.041 -4.214
H 2.351 2.286 -3.575
H 3.190 0.922 -2.911
H 5.315 3.530 1.690
H 4.022 2.400 1.131
H 4.137 3.945 0.338
O 2.623 -4.924 2.752
S 2.131 -3.627 3.292
O 2.151 -2.384 2.497
O 0.644 -3.829 3.934
C -0.041 -2.627 4.311
C -1.243 -2.919 5.248
C 3.074 -3.279 4.809
H -0.259 -2.125 3.368
H 0.569 -1.855 4.780
H -1.887 -3.704 4.852
H -1.927 -2.071 5.291
H -0.850 -3.108 6.247
H 3.087 -2.197 4.941
H 4.114 -3.584 4.696
H 2.583 -3.751 5.659
O -2.337 3.149 -3.805
S -0.912 3.487 -3.689
O 0.041 2.396 -3.619
O -0.512 4.550 -4.953
C 0.879 4.777 -5.283
C 1.307 4.084 -6.596
C -0.641 4.643 -2.240
H 1.545 4.491 -4.468
H 1.076 5.845 -5.380
H 2.241 4.580 -6.857
H 0.620 4.122 -7.441
H 1.619 3.119 -6.195
H -1.056 4.097 -1.393
H -1.125 5.614 -2.347
H 0.435 4.795 -2.318
O -2.624 -2.172 -2.463
S -3.419 -1.254 -3.287
O -2.839 -0.878 -4.535
O -4.904 -1.976 -3.684
C -4.833 -3.071 -4.573
C -6.013 -4.007 -4.232
C -3.988 0.288 -2.378
H -3.838 -3.506 -4.669
H -5.005 -2.591 -5.537
H -6.081 -4.373 -3.208
H -6.082 -4.870 -4.894
H -6.929 -3.417 -4.275
H -3.144 0.967 -2.261
H -4.494 0.076 -1.435
H -4.832 0.605 -2.990
O 1.140 -2.564 -6.732
S 1.126 -1.173 -7.206
O 2.351 -0.402 -7.499
O 0.212 -1.143 -8.602
C 0.217 0.065 -9.303
C -1.181 0.398 -9.709
C -0.075 -0.168 -6.160
H 0.934 0.153 -10.120
H 0.511 0.861 -8.618
H -1.453 1.391 -10.068
H -1.911 0.201 -8.925
H -1.481 -0.266 -10.520
H -0.918 0.175 -6.761
H 0.511 0.643 -5.729
H -0.532 -0.703 -5.327
O 5.044 -4.715 -0.165
S 5.430 -3.347 0.058
O 5.646 -2.897 1.438
O 6.799 -3.069 -0.895
C 7.531 -1.926 -0.608
C 8.276 -1.531 -1.838
C 4.319 -2.166 -0.737
H 8.276 -2.134 0.160
H 7.008 -1.036 -0.259
H 8.565 -2.451 -2.346
H 9.181 -0.941 -1.689
H 7.640 -0.960 -2.514
H 3.429 -2.045 -0.119
H 4.159 -2.439 -1.780
H 4.943 -1.277 -0.647
C 0.254 -0.057 -1.896
C 0.301 -0.952 -0.658
O 0.265 -0.344 0.558
C 1.301 0.432 0.990
O 2.304 0.700 0.359
C 1.108 1.082 2.373
F 1.960 0.482 3.158
F 1.370 2.406 2.403
F -0.130 0.859 2.741
H 1.282 0.250 -2.086
H -0.373 0.796 -1.635
H -0.149 -0.601 -2.751
H 1.066 -1.720 -0.774
H -0.634 -1.501 -0.549
*
```

=====

The following is a quantum chemistry calculation of an isolated molecule of C4H6OS3 at a distorted geometry, from OMol25.

As for the SMILES: COC(=S)C(=S)SC. The value obtained for the energy above the lowest of the compared OMol25 structures with the same formula, charge and spin is 19.7 kcal/mol. The calculation puts the HOMO-LUMO gap at 0.3039 Ha. For the total energy, the calculation gives -38797.248 eV. As for the HOMO energy: -8.61 eV.

```
! RIJCOSX wB97M-V def2-TZVPD def2/J DEFGRID3
* xyz 0 1
C 2.390 -0.175 2.022
C 0.569 -0.042 0.056
C -0.861 0.108 -0.440
C -2.706 -1.171 -1.293
H 2.488 -0.174 3.136
H 2.941 0.617 1.561
H 2.781 -1.135 1.648
H -3.442 -0.607 -0.659
H -2.643 -0.762 -2.314
H -2.928 -2.290 -1.164
O -1.386 -1.053 -0.714
S 0.673 0.011 1.718
S 1.793 -0.325 -1.052
S -1.495 1.592 -0.576
*
```

=====

The following is a quantum chemistry calculation of the ion C7H14NS with charge +1 at a distorted geometry, from OMol25.

The value obtained for the energy above the lowest of the compared OMol25 structures with the same formula, charge and spin is 62.3 kcal/mol. The calculation puts the HOMO-LUMO gap (alpha / beta) at 0.2874 / 0.2874 Ha. For the total energy, the calculation gives -19801.263 eV. As for the HOMO energy (alpha / beta): -12.18 / -12.18 eV.

```
! RIJCOSX wB97M-V def2-TZVPD def2/J DEFGRID3
* xyz 1 1
C 2.234 0.009 0.096
C 1.777 1.258 0.516
C 0.611 1.849 -0.418
C -0.394 0.829 -0.793
C -0.108 -1.251 0.597
C -0.997 -0.041 0.276
C -2.449 -0.540 0.166
N -0.126 -2.365 -0.146
S 3.785 -0.512 0.053
H 1.374 1.020 1.570
H 2.484 2.103 0.689
H 0.086 2.738 -0.004
H 1.079 2.194 -1.310
H -1.178 1.306 -1.294
H 0.046 0.068 -1.480
H 0.249 -1.428 1.580
H -0.873 0.596 1.179
H -2.694 -0.937 -0.847
H -3.332 0.166 0.267
H -2.727 -1.424 0.803
H -0.577 -2.416 -1.090
H 0.657 -3.009 -0.128
H 3.444 -1.742 -0.324
*
```

=====

The following is a quantum chemistry calculation of a structure of composition C21H33CrN8OS, from OMol25.

The calculation puts the HOMO-LUMO gap (alpha / beta) at 0.2760 / 0.2682 Ha. For the total energy, the calculation gives -75528.459 eV. As for the HOMO energy (alpha / beta): -13.66 / -13.76 eV.

```
! RIJCOSX wB97M-V def2-TZVPD def2/J DEFGRID3
* xyz 2 4
Cr -0.974 -1.393 1.039
N 2.102 -3.847 2.895
C 1.296 -3.083 2.156
S -0.361 -2.913 2.728
N 1.799 -2.526 1.082
N 0.897 -1.800 0.370
C 1.254 -1.293 -0.766
C 2.594 -1.452 -1.363
C 3.723 -1.001 -0.683
C 4.974 -1.136 -1.260
C 5.106 -1.742 -2.503
C 3.985 -2.207 -3.176
C 2.728 -2.053 -2.613
C 0.199 -0.513 -1.452
C 0.423 0.162 -2.641
C -0.620 0.861 -3.229
C -1.859 0.881 -2.611
C -1.998 0.216 -1.408
N -1.006 -0.469 -0.841
H 1.768 -4.311 3.721
H 3.039 -4.027 2.570
H 3.622 -0.551 0.296
H 5.850 -0.778 -0.737
H 6.087 -1.855 -2.946
H 4.089 -2.690 -4.138
H 1.856 -2.422 -3.140
H 1.402 0.133 -3.096
H -0.463 1.383 -4.164
H -2.700 1.406 -3.040
H -2.942 0.242 -0.879
N -2.128 -2.997 0.230
C -3.569 -2.716 0.473
C -3.711 -2.050 1.830
N -2.820 -0.866 1.848
C -2.534 -0.270 3.180
C -1.456 0.777 2.967
N -0.313 0.184 2.212
H -1.842 -3.816 0.762
H -1.967 -3.219 -0.749
H -3.920 -2.047 -0.314
H -4.170 -3.624 0.419
H -4.748 -1.775 2.028
H -3.386 -2.721 2.627
H -3.237 -0.132 1.276
H -3.431 0.169 3.619
H -2.187 -1.070 3.833
H -1.838 1.589 2.348
H -1.128 1.201 3.914
H 0.087 0.921 1.623
H 0.395 -0.169 2.849
C 1.864 3.299 -0.297
N 0.589 3.975 -0.500
C 0.583 5.339 -1.027
C -0.529 3.342 -0.129
C -1.839 4.068 -0.285
O -0.491 2.182 0.320
H 2.670 4.016 -0.424
H 1.997 2.485 -1.013
H 1.919 2.885 0.709
H 1.528 5.522 -1.531
H 0.468 6.078 -0.232
H -0.212 5.474 -1.756
H -1.815 5.051 0.186
H -2.626 3.472 0.169
H -2.074 4.222 -1.340
*
```

=====

Which formula does entry 1 have?
C40H101F3O38S12